1.
This record from OMol25 describes 12 unconnected molecules or ions with the total composition C31H70Cl6F3N8O17 in a non-equilibrium geometry. The level of theory is ωB97M-V/def2-TZVPD.

## Properties
- energy relative to the best compared isomer or geometry (same formula, charge and spin) (kJ/mol) = 576.2
- frontier orbital gap (eV) = 2.23
- charge = -1
- E (eV) = -163270.2664

CARTESIAN COORDINATES (ANGSTROEM)
C1 7.01233 -6.20636 5.38212
O1 6.70686 -4.86708 5.33680
C2 6.87138 -4.22799 4.10064
C3 5.58195 -4.29869 3.32628
N1 4.38368 -3.75723 4.14041
H1 4.56028 -4.12401 5.06475
H2 4.60177 -2.77649 4.24385
C4 2.94918 -4.07880 3.63858
C5 2.59791 -5.49858 4.22982
O2 3.19406 -5.64907 5.53054
C6 2.96058 -6.84745 6.20420
H3 6.22513 -6.94730 5.24281
H4 7.23493 -6.38571 6.43396
H5 7.82498 -6.47925 4.70889
H6 7.69804 -4.68463 3.55640
H7 7.08517 -3.17630 4.29123
H8 5.27832 -5.33613 3.18638
H9 5.58605 -3.76677 2.37488
H10 3.04671 -4.23998 2.56500
H11 2.20220 -3.35889 3.97304
H12 2.83255 -6.29430 3.52279
H13 1.51794 -5.53761 4.37204
H14 2.93126 -7.66649 5.48560
H15 2.09097 -6.78721 6.85859
H16 3.82357 -7.02076 6.84711
C7 7.68704 3.22878 5.34216
O3 7.55350 4.44566 6.13116
O4 6.35556 2.87673 5.15365
C8 8.70335 3.20057 4.09208
F1 10.00612 3.28773 4.57193
F2 8.57756 2.21320 3.17991
F3 8.50870 4.30692 3.41626
C9 8.79138 5.03003 6.40426
C10 8.46633 6.26279 7.23855
H17 9.39503 6.83331 7.24916
H18 7.63503 6.84973 6.84798
H19 8.13901 5.87716 8.20407
H20 9.42750 5.36692 5.58576
H21 9.48768 4.41388 6.97314
H22 8.18374 2.60320 6.08383
C11 -3.83814 0.88911 0.24878
C12 -2.76755 -0.10590 0.69067
C13 -2.93740 -1.33645 -0.32670
C14 -2.34969 -1.23626 -1.73950
C15 -0.90119 -0.80584 -1.58408
C16 -0.62967 0.49907 -0.70268
N2 -1.33982 0.30556 0.60326
O5 -1.05422 1.33534 1.53189
C17 -1.06009 1.78280 -1.45141
C18 0.87531 0.51563 -0.53034
C19 -3.24068 -0.47284 2.14711
H23 -4.86663 0.80920 0.60084
H24 -3.96276 1.03831 -0.82374
H25 -3.54228 1.87772 0.59979
H26 -3.98188 -1.63524 -0.41552
H27 -2.50620 -2.24607 0.09137
H28 -2.78175 -0.43141 -2.33419
H29 -2.50689 -2.16507 -2.28783
H30 -0.62979 -0.50927 -2.59723
H31 -0.40140 -1.67868 -1.16400
H32 -0.49510 2.60035 -1.00366
H33 -2.13031 1.98879 -1.43382
H34 -0.80586 1.83059 -2.51027
H35 1.19597 1.09211 0.33738
H36 1.34786 0.90683 -1.43131
H37 1.36372 -0.45026 -0.40138
H38 -2.49958 -1.11225 2.62673
H39 -4.15204 -1.05997 2.26030
H40 -3.39190 0.34857 2.84745
Cl1 -10.72999 1.69384 -3.55209
C20 -10.47354 0.07328 -4.32696
C21 -9.08805 -0.47251 -4.09994
Cl2 -8.79855 -2.14028 -4.68029
H41 -10.60740 0.27670 -5.38940
H42 -11.25402 -0.57197 -3.92370
H43 -8.84381 -0.42087 -3.03892
H44 -8.37747 0.12586 -4.67016
Cl3 0.07157 -7.50799 -2.70760
C22 -1.50571 -8.17399 -3.13782
C23 -1.92942 -7.87259 -4.58104
Cl4 -1.07831 -8.99446 -5.63191
H45 -2.25084 -7.76666 -2.45447
H46 -1.60592 -9.22700 -2.87473
H47 -1.89912 -6.83744 -4.92113
H48 -2.95678 -8.22043 -4.68893
Cl5 -6.51364 -5.93599 4.57239
C24 -8.14000 -6.38326 4.88658
C25 -9.01738 -5.22182 5.20356
Cl6 -9.42027 -4.46952 3.58696
H49 -7.95310 -6.97264 5.78424
H50 -8.49675 -6.92549 4.01089
H51 -8.61694 -4.41801 5.82132
H52 -10.00253 -5.47391 5.59602
C26 3.62623 7.99438 -1.53467
N3 4.08747 6.83490 -0.71494
O6 3.59166 6.72295 0.40711
O7 5.02175 6.18976 -1.12981
H53 3.02172 7.59020 -2.34666
H54 4.45341 8.53987 -1.98890
H55 2.96006 8.61496 -0.93534
C27 3.96032 5.14768 -9.30115
N4 3.77591 4.92487 -7.86059
O8 3.51413 3.80556 -7.50914
O9 3.90262 5.87294 -7.05714
H56 3.29895 4.47512 -9.84737
H57 4.97908 4.83855 -9.53492
H58 3.84553 6.22501 -9.42070
C28 -2.53245 1.56364 -8.16437
N5 -1.78603 2.52573 -8.97754
O10 -1.30977 2.13079 -9.99122
O11 -1.61899 3.65647 -8.47452
H59 -2.89349 0.80144 -8.85487
H60 -3.27627 2.13267 -7.60665
H61 -1.77651 1.19357 -7.47177
C29 2.91881 -1.52431 -8.11781
N6 2.66373 -2.76860 -8.86050
O12 2.84808 -3.82379 -8.22188
O13 2.24096 -2.61744 -9.94527
H62 2.79585 -1.73457 -7.05537
H63 2.24912 -0.75443 -8.50111
H64 3.96147 -1.27905 -8.31986
C30 -6.18168 6.21146 5.34572
N7 -5.32081 5.14054 5.85185
O14 -4.11187 5.18518 5.62425
O15 -5.80999 4.17206 6.34895
H65 -5.81380 7.16194 5.73222
H66 -7.17415 5.99609 5.74156
H67 -6.24006 6.13642 4.25988
C31 -6.90427 6.45864 -2.16503
N8 -6.89488 6.35748 -3.54096
O16 -6.86391 7.43028 -4.14265
O17 -6.88991 5.19976 -4.03569
H68 -6.70476 5.56034 -1.58077
H69 -7.77211 7.05996 -1.89416
H70 -6.07857 7.13012 -1.92960



2.
This record from OMol25 describes 6 unconnected molecules or ions with the total composition C34H62FO15PS in a non-equilibrium geometry. The level of theory is ωB97M-V/def2-TZVPD.

## Properties
- frontier orbital gap (eV) = 9.08
- charge = 0
- E (eV) = -89814.4749

CARTESIAN COORDINATES (ANGSTROEM)
C1 -3.15401 3.83897 -3.64800
C2 -2.84364 2.88855 -4.31563
C3 -2.46867 1.60965 -4.93436
C4 -0.94949 1.48124 -5.17867
C5 -0.02356 2.00046 -4.05072
C6 0.92041 0.99157 -3.39839
S1 2.22016 2.13441 -2.57173
O1 1.71262 0.21214 -4.29163
C7 2.24611 -0.80329 -3.50883
O2 3.37882 -1.13105 -3.47099
C8 0.99911 -1.32719 -2.76432
F1 0.23038 -1.76662 -3.84475
O3 1.17897 -2.23854 -1.77824
C9 1.16717 -3.62752 -2.14004
C10 -0.21454 -4.24430 -2.07417
C11 0.35277 -0.00610 -2.23112
O4 0.87006 0.44221 -1.03573
C12 0.16172 0.08528 0.17741
C13 1.03730 0.53536 1.32779
C14 2.31760 -0.30564 1.47389
P1 -1.48291 -0.33325 -2.24293
O5 -1.91821 -1.45317 -1.37188
H1 -3.46873 4.64686 -3.01166
H2 -2.96416 1.56567 -5.90917
H3 -2.88889 0.78754 -4.36422
H4 -0.70661 1.95605 -6.12599
H5 -0.73457 0.41603 -5.32837
H6 0.62481 2.75139 -4.49399
H7 -0.56275 2.50668 -3.24775
H8 3.27671 1.75322 -3.30551
H9 1.80887 -4.12022 -1.40870
H10 1.65342 -3.76899 -3.10810
H11 -0.57935 -4.30476 -1.05188
H12 -0.92346 -3.69125 -2.68296
H13 -0.14970 -5.26003 -2.47612
H14 -0.78738 0.62619 0.22052
H15 0.02017 -0.99344 0.21154
H16 0.45230 0.54978 2.24589
H17 1.34335 1.56707 1.12729
H18 2.63261 -0.31663 2.51728
H19 2.13750 -1.33514 1.15370
H20 3.12705 0.08692 0.86210
H21 -1.83909 -0.61995 -3.56898
H22 -2.06850 0.90793 -1.91517
C15 -2.45367 -3.28285 4.62501
C16 -1.16303 -2.52036 4.83872
O6 -1.11514 -1.31167 4.06863
C17 -1.68731 -0.16092 4.45356
C18 -2.62106 -0.14572 5.64182
O7 -1.47804 0.82746 3.80199
H23 -3.32403 -2.71042 4.94824
H24 -2.43184 -4.21986 5.18147
H25 -2.58637 -3.50437 3.56576
H26 -0.97090 -2.31031 5.89172
H27 -0.32289 -3.11358 4.48706
H28 -3.64543 -0.18480 5.27405
H29 -2.47440 0.79081 6.17476
H30 -2.46463 -0.95920 6.34543
C19 4.47840 -2.59049 4.90081
C20 3.21338 -2.03913 5.52084
O8 2.17595 -3.02445 5.61031
C21 2.08333 -3.92539 6.60168
C22 3.22379 -4.08175 7.58139
O9 1.10747 -4.62455 6.65759
H31 4.90883 -3.39488 5.49944
H32 5.22118 -1.79955 4.79412
H33 4.26416 -2.99841 3.91306
H34 3.39041 -1.58347 6.49695
H35 2.80298 -1.26105 4.87962
H36 3.82918 -4.93205 7.27064
H37 2.80109 -4.29104 8.56113
H38 3.86119 -3.20629 7.67255
C23 -7.63257 8.03050 -2.36307
C24 -7.31150 6.81726 -1.51530
O10 -6.04951 6.23851 -1.86026
C25 -4.87694 6.68982 -1.38938
C26 -4.82226 7.97970 -0.60727
O11 -3.87776 6.07253 -1.64921
H39 -6.90746 8.83098 -2.21596
H40 -8.62210 8.41475 -2.11456
H41 -7.61523 7.76424 -3.41978
H42 -7.35409 7.03271 -0.44649
H43 -8.03875 6.03045 -1.70650
H44 -4.51490 8.77733 -1.28227
H45 -4.07151 7.87014 0.17149
H46 -5.75900 8.25709 -0.13139
C27 8.47997 1.31252 5.07756
C28 7.97076 -0.06804 4.71758
O12 6.84598 -0.01540 3.83766
C29 6.95091 0.13135 2.49744
C30 8.29234 0.46182 1.88524
O13 5.95777 0.04183 1.83463
H47 8.83452 1.85346 4.20044
H48 9.30147 1.24035 5.79090
H49 7.67946 1.90281 5.52345
H50 8.75429 -0.70368 4.30118
H51 7.60262 -0.56826 5.61271
H52 8.33241 1.53498 1.70376
H53 8.36420 -0.05783 0.93306
H54 9.14830 0.17119 2.48930
C31 -1.97531 -3.35112 -5.41362
C32 -3.33189 -2.96208 -4.86738
O14 -3.82475 -1.76229 -5.47563
C33 -4.45971 -1.73611 -6.66362
C34 -4.51322 -2.98817 -7.50882
O15 -4.92674 -0.69874 -7.04441
H55 -2.01084 -3.57504 -6.48057
H56 -1.58976 -4.22710 -4.89323
H57 -1.27980 -2.52741 -5.27856
H58 -4.06046 -3.77059 -4.94667
H59 -3.24641 -2.72228 -3.80657
H60 -3.73093 -2.92659 -8.26409
H61 -5.47980 -3.01776 -8.00573
H62 -4.39618 -3.91364 -6.95111



3.
This record from OMol25 describes a molecular structure, C29H57GeN2O2OsPS2SeSi4. The level of theory is ωB97M-V/def2-TZVPD.

## Properties
- energy relative to the best compared isomer or geometry (same formula, charge and spin) (kJ/mol) = 0.0
- frontier orbital gap (spin up / spin down) (eV) = 5.82 / 6.30
- multiplicity = 5
- charge = 0
- E (eV) = -224877.0785

CARTESIAN COORDINATES (ANGSTROEM)
Os1 -0.48360 0.29472 -1.16478
C1 -5.53612 -2.79119 -2.67887
C2 -4.06330 -2.47810 -2.75847
O1 -3.65022 -1.93326 -1.48061
P1 -2.17998 -2.13414 -0.92831
S1 -1.88119 -0.70197 0.45308
S2 -0.74867 -1.99888 -2.29469
O2 -2.13402 -3.59736 -0.31311
C3 -2.94547 -3.93354 0.83846
C4 -2.08591 -4.70331 1.81097
H1 -5.88529 -3.16287 -3.64270
H2 -6.10344 -1.89572 -2.42717
H3 -5.73115 -3.55261 -1.92348
H4 -3.84489 -1.71671 -3.50745
H5 -3.47368 -3.36854 -2.98555
H6 -3.78969 -4.52288 0.48003
H7 -3.33224 -3.01993 1.29655
H8 -1.69076 -5.60605 1.34511
H9 -2.67537 -4.99008 2.68264
H10 -1.24956 -4.08793 2.14481
C5 1.03974 -5.44296 -1.04695
Si1 2.13610 -4.40037 0.06332
C6 2.17069 -5.15629 1.77880
C7 3.86606 -4.32239 -0.65174
C8 1.46173 -2.68783 0.17880
H11 1.38937 -6.47702 -1.09835
H12 1.02037 -5.03525 -2.05983
H13 0.01159 -5.44155 -0.67860
H14 2.53563 -6.18559 1.75125
H15 1.16890 -5.16892 2.21537
H16 2.81756 -4.58619 2.44900
H17 4.29684 -5.31962 -0.76491
H18 4.53015 -3.73917 -0.00991
H19 3.85480 -3.85021 -1.63716
H20 1.78420 -1.87377 -0.46050
H21 0.64423 -2.41122 0.83636
N1 3.90783 2.99760 -6.62760
C9 3.27830 2.56098 -5.77282
C10 2.49044 2.01344 -4.70040
C11 2.57199 2.54522 -3.42306
C12 1.79948 1.98708 -2.42321
N2 0.96266 0.96653 -2.63268
C13 0.88772 0.46066 -3.87588
C14 1.63284 0.94302 -4.92901
H22 3.22347 3.37845 -3.20277
H23 1.84302 2.36758 -1.41480
H24 0.18614 -0.34810 -4.02093
H25 1.53576 0.50175 -5.90976
C15 -1.39305 3.83969 1.59400
Si2 0.28988 3.62448 0.79201
C16 1.50871 4.66675 1.77828
C17 0.19105 4.38453 -0.93338
Ge1 0.81187 1.26248 0.80126
Si3 0.13668 0.62054 3.02559
C18 0.32095 -1.22010 3.38419
C19 1.22392 1.58643 4.22841
C20 -1.64057 1.05016 3.49458
Si4 3.19216 0.80004 0.80062
C21 3.90797 0.21928 -0.85257
C22 4.17233 2.33361 1.28301
C23 3.64344 -0.55893 2.02115
H26 -1.76636 4.84483 1.38103
H27 -1.32142 3.73414 2.67906
H28 -2.13312 3.12530 1.22786
H29 1.11631 5.68241 1.88346
H30 2.48118 4.73262 1.28845
H31 1.66842 4.26422 2.78031
H32 -0.36855 5.32170 -0.86332
H33 -0.33449 3.73322 -1.63593
H34 1.17325 4.62751 -1.34646
H35 1.30014 -1.62247 3.12859
H36 -0.43568 -1.78467 2.83607
H37 0.15157 -1.38491 4.45283
H38 2.29084 1.47020 4.03460
H39 1.03053 1.26208 5.25496
H40 0.99050 2.65233 4.16995
H41 -2.36476 0.87502 2.69863
H42 -1.73285 2.09283 3.80326
H43 -1.92361 0.42578 4.34755
H44 4.14860 1.04926 -1.51845
H45 3.25438 -0.46859 -1.39125
H46 4.84332 -0.30966 -0.64779
H47 4.06126 3.12812 0.54074
H48 5.23611 2.09027 1.35579
H49 3.84856 2.73492 2.24508
H50 3.20712 -1.51347 1.71782
H51 3.32821 -0.34773 3.04253
H52 4.73199 -0.67116 2.02083
Se1 -2.22996 1.44426 -2.63431
C24 -3.28293 2.51256 -1.43168
C25 -3.19998 3.90016 -1.50349
C26 -3.98396 4.69222 -0.67642
C27 -4.84784 4.10768 0.23788
C28 -4.93826 2.72355 0.30492
C29 -4.17025 1.92778 -0.53318
H53 -2.52110 4.35868 -2.21069
H54 -3.91111 5.77084 -0.74258
H55 -5.45093 4.72547 0.89060
H56 -5.61768 2.25769 1.00809
H57 -4.25586 0.85052 -0.49097